Record 1
{
  "formula": "C28H86BN6O14PdY",
  "method": "ωB97M-V/def2-TZVPD",
  "homo_ha": [-0.0541, -0.0932],
  "homo_lumo_gap_ev": [2.946, 4.011],
  "charge": -1,
  "multiplicity": 4,
  "lumo_ev": [1.48, 1.47],
  "symbols": ["H", "H", "O", "H", "H", "H", "H", "C", "H", "O", "H", "C", "Y", "N", "H", "H", "H", "H", "H", "H", "H", "H", "H", "H", "N", "C", "H", "C", "O", "H", "H", "H", "C", "H", "H", "H", "H", "H", "N", "H", "H", "O", "H", "H", "H", "C", "H", "B", "C", "H", "H", "H", "C", "H", "H", "H", "C", "C", "O", "C", "O", "H", "C", "C", "H", "H", "H", "C", "C", "O", "N", "H", "H", "C", "H", "H", "H", "H", "C", "H", "O", "O", "H", "H", "H", "O", "H", "H", "C", "H", "H", "N", "H", "H", "H", "H", "H", "C", "H", "H", "H", "C", "C", "O", "C", "H", "H", "O", "H", "H", "H", "H", "H", "H", "C", "Pd", "O", "N", "C", "C", "H", "H", "H", "H", "H", "H", "H", "C", "H", "C", "C", "H", "O", "H", "H", "H", "H"],
  "positions_angstrom": [[2.0243, -3.7950, 6.9054], [-0.1254, -5.5591, 0.5841], [-1.1792, -0.7640, -4.7349], [2.7022, 0.4079, -6.2565], [3.7427, 0.8335, 5.9340], [4.1469, 2.4460, -2.3800], [-0.5714, 1.7370, 1.3027], [3.9650, 0.3168, -2.9094], [6.8860, 0.3697, -5.9403], [5.0162, 0.5345, -5.1325], [-2.2653, 2.4060, -4.9290], [0.1839, 4.0442, -2.0740], [2.1670, -0.0839, 2.7414], [-1.3069, -2.9432, 2.3968], [1.7690, 1.1803, -7.5279], [3.4581, -1.6271, 1.7082], [-0.9961, 2.6136, 7.7000], [-0.9882, -2.4440, 1.5786], [-3.5858, -0.2405, 2.5295], [4.0509, 2.5589, 5.3370], [-2.8482, -5.2191, 2.5918], [5.4815, -0.2155, -6.9990], [1.7488, -2.1927, 1.9379], [1.2871, -4.0231, -2.5546], [-4.3879, 0.9938, 0.7777], [0.6704, 0.4098, 0.0215], [4.6647, 0.4278, -1.0545], [-0.4160, 4.2921, -0.6640], [3.1772, 3.3815, -0.2686], [5.0212, 1.0661, 2.7264], [3.5526, 2.3134, 6.8872], [5.6646, -0.7653, -3.5145], [2.3456, -2.9702, 6.2694], [2.7671, 2.5649, -0.5534], [-0.7633, 5.5488, -2.9850], [0.2189, -3.9431, 0.3209], [1.1542, 2.4976, 7.3363], [-9.0192, -1.2888, -0.0935], [0.1973, 5.2438, -2.9199], [-0.2174, 2.8092, -3.9665], [-1.5139, -6.2811, 2.5680], [-0.2422, 2.6184, 5.7740], [2.5939, -2.8820, 0.6758], [3.0359, -3.3016, 2.2435], [0.1325, -4.1187, 2.6617], [-2.3942, -5.5401, -0.4811], [5.9436, 1.0323, -3.3989], [2.7573, -2.4454, 1.6489], [-1.7925, -5.2681, 2.8584], [-4.8034, 1.9126, 0.8349], [1.6744, 0.6189, 5.8419], [0.8665, -0.8595, -4.4716], [-6.6917, 0.0979, 0.2224], [-9.1916, -0.7645, -1.7312], [-3.1103, 1.6191, -3.5562], [0.3505, 4.9110, -3.8611], [-4.5798, -1.2460, -0.1131], [-0.6612, 2.9958, -2.9886], [1.0807, -1.3627, 4.5864], [-8.7526, -0.4807, -0.7747], [-3.2283, -0.7305, 3.2700], [-0.4417, 5.3378, -0.3574], [-2.7954, 2.5679, -3.9905], [-1.1691, 3.1274, 6.7545], [6.1547, -1.2122, -5.8122], [-3.9958, -0.9859, 3.7817], [-2.5589, -1.0341, -3.0905], [1.1022, 2.7676, 6.2815], [-0.8226, -4.2552, 2.1546], [1.7924, -3.7382, -1.7932], [-0.5093, 1.1192, -6.9749], [3.2111, 0.1670, -1.0563], [-9.1583, 0.4843, -0.4712], [5.2794, 0.2322, -3.7257], [-4.7503, -1.5981, 0.9043], [0.1463, 3.8210, 0.1422], [-1.3766, 0.6235, -7.1237], [0.2484, 0.7472, -4.2817], [-1.5054, -0.8957, -3.3336], [-1.1449, 4.2152, 6.8199], [-2.0034, 3.3834, -3.0684], [-7.3129, -0.3364, -0.9795], [-2.1725, 2.8956, 6.3973], [1.0780, -3.5503, 4.6476], [-6.7386, -0.6394, 1.0238], [4.1672, 1.2388, 2.3302], [0.6824, -0.6572, -0.2011], [-4.9060, 0.5426, -1.1122], [5.9375, -0.1627, -6.0104], [1.8815, 1.9280, -5.8925], [2.5026, 1.9223, -2.2820], [1.6674, 1.7901, 4.1516], [-3.5118, -1.2654, -0.3304], [2.4196, -2.2079, 7.0450], [-2.2569, -3.1749, 2.1439], [1.1766, 3.6141, -1.9410], [0.6629, 1.8908, 4.1841], [1.8065, 0.9968, -6.4541], [-0.6602, 1.9026, -6.3556], [0.0991, -2.7677, 5.6641], [-3.6546, 3.2000, -4.2148], [-0.5891, -4.5778, 0.6848], [-0.4670, 0.6739, 1.0861], [-1.7946, -4.3747, 0.0468], [3.4171, 1.8731, 5.8993], [-1.6334, -6.2437, -0.8191], [4.3354, 1.9289, 1.6885], [1.9782, 0.6606, 0.4369], [-7.1104, 1.0702, 0.4821], [-3.4143, 1.2262, 0.6429], [-1.5039, 0.5183, 0.7882], [-1.4505, 3.9517, -0.6195], [-3.0368, -5.2863, -1.3241], [-1.8047, -4.8902, 3.8808], [-5.1566, 0.1474, -0.1278], [-1.1315, -1.2673, 3.9688], [-0.2528, 0.0633, 2.3635], [4.0218, -0.1670, -1.5576], [3.4209, 1.7848, -2.8531], [1.9273, 1.6350, 5.5391], [3.3848, 2.2717, -3.8276], [-0.4782, 2.0451, -2.4879], [0.5567, -0.6641, -6.9501], [-0.8577, -1.4453, -2.6506], [1.4129, 3.7909, 6.0710], [2.0253, 2.6505, 3.7620], [4.1139, 3.1857, -0.2490], [1.0970, -2.6388, 5.2449], [-1.4671, 0.1445, -3.0102], [0.1441, -0.1552, -4.8842], [0.5023, 0.2298, -6.3286], [0.4703, 0.8863, -0.9382], [3.6632, -3.2114, 5.7737], [-5.1567, -1.9750, -0.6821], [1.3075, -2.9874, -1.4506], [3.2178, -0.3674, -3.3115], [-3.1286, -5.9684, 0.2012]],
  "lowdin_spin": [0.001, 0.001, 0.000, 0.000, 0.000, 0.000, 0.003, 0.000, 0.000, 0.000, 0.000, 0.000, 0.020, 0.100, 0.000, 0.000, 0.002, 0.002, 0.017, 0.000, 0.002, 0.000, 0.000, 0.000, 0.010, 0.003, 0.000, 0.000, 0.000, 0.000, 0.000, 0.000, 0.014, 0.000, 0.000, 0.000, 0.000, 0.000, 0.000, 0.000, 0.000, 0.022, 0.000, 0.000, 0.002, 0.001, 0.000, 0.001, 0.008, 0.001, 0.002, 0.000, 0.002, 0.000, 0.000, 0.000, 0.006, 0.000, 0.233, 0.000, 0.179, 0.000, 0.000, 0.010, 0.000, 0.056, 0.000, 0.001, 0.012, 0.000, 0.000, 0.000, 0.000, 0.000, 0.006, 0.000, 0.000, 0.000, 0.000, 0.000, 0.000, 0.001, 0.007, 0.000, 0.003, 0.000, 0.000, 0.001, 0.000, 0.000, 0.000, 0.001, 0.001, 0.000, 0.009, 0.000, 0.002, 0.000, 0.000, 0.044, 0.000, 0.006, 0.016, 0.002, 0.000, 0.000, 0.000, 0.001, 0.000, 0.002, 0.003, 0.000, 0.000, 0.009, 0.001, 1.964, 0.117, 0.000, 0.000, 0.002, 0.000, 0.000, 0.000, 0.000, 0.000, 0.000, 0.000, 0.051, 0.000, 0.000, 0.000, 0.001, 0.033, 0.000, 0.000, 0.000, 0.000]
}

=====

Record 2
{
  "formula": "C7H10N",
  "method": "ωB97M-V/def2-TZVPD",
  "homo_ha": -0.4813,
  "homo_lumo_gap_ev": 8.096,
  "charge": 1,
  "de_lowest_kcal_mol": 96.96,
  "lumo_ev": -5.00,
  "symbols": ["H", "H", "H", "C", "N", "H", "H", "H", "H", "C", "C", "H", "C", "C", "C", "C", "H", "H"],
  "positions_angstrom": [[2.9300, 0.7375, 2.1096], [1.6666, 1.8904, 0.2487], [-2.6383, -1.5024, -0.0752], [-1.9654, -1.2949, 0.8824], [-1.0561, 0.6910, -0.2711], [-1.3669, -2.1242, 1.1059], [0.9620, -1.1707, -2.6867], [-2.6807, -1.3910, 1.7296], [2.8266, -0.8294, 1.0406], [1.8738, 0.8592, 0.2785], [-1.2848, 1.1722, -1.4246], [-2.1903, 1.8044, -1.6280], [1.1457, -0.4414, -1.8748], [2.6237, 0.2183, 1.2163], [-1.1187, -0.0648, 0.7292], [1.3895, 0.2131, -0.9206], [-0.6103, 0.2833, 1.7030], [-0.5065, 0.9495, -2.1628]],
  "lowdin_charge": [0.070, 0.086, 0.142, -0.015, 0.067, 0.065, 0.087, 0.112, 0.077, -0.188, 0.175, 0.149, 0.105, 0.077, -0.075, -0.200, 0.181, 0.085]
}

=====

Record 3
{
  "formula": "C7H17N",
  "method": "ωB97M-V/def2-TZVPD",
  "homo_ha": -0.3637,
  "smiles": "C=NCC.CCCC",
  "homo_lumo_gap_ev": 10.932,
  "de_lowest_kcal_mol": 41.31,
  "lumo_ev": 1.03,
  "symbols": ["C", "H", "H", "H", "H", "H", "H", "C", "H", "H", "C", "H", "H", "H", "N", "C", "H", "H", "H", "C", "H", "C", "C", "H", "H"],
  "positions_angstrom": [[0.7235, -0.5994, -2.2295], [-0.4998, 2.4299, 1.0102], [2.3887, -1.7974, -1.4622], [2.6682, -0.0670, -1.4480], [-2.0549, -1.9070, -0.0022], [1.0694, -0.8508, -3.1891], [2.0460, -0.9914, 2.3259], [-1.4602, 2.5560, 0.4845], [-1.2943, 2.7008, -0.5849], [0.4405, -1.2680, 0.3692], [-2.3787, -0.9461, 0.4556], [-0.1841, -1.0617, -1.8389], [3.4198, -0.6794, 1.2055], [-1.8999, 3.5251, 0.7644], [-1.7096, 0.1224, 0.2244], [-2.2870, 1.3217, 0.7569], [-2.5116, 1.2141, 1.8758], [1.1247, 0.3425, 0.4620], [-3.2329, -0.9973, 1.1813], [1.8912, -0.8224, -1.2233], [2.7033, -2.2788, 1.2257], [1.4354, -0.7168, 0.2372], [2.4575, -1.1940, 1.2822], [-3.3410, 1.4807, 0.2888], [0.4860, 0.4846, -2.1712]],
  "lowdin_charge": [-0.111, 0.068, 0.109, 0.104, 0.072, 0.043, 0.082, -0.122, 0.067, 0.092, -0.061, 0.048, 0.060, 0.071, -0.044, -0.347, 0.127, 0.100, 0.087, -0.281, 0.071, -0.306, -0.135, 0.135, 0.073]
}

=====

no.,strongest force on any atom (eV/Å)
1,4.8
2,3.8
3,3.2